[1]
The following is a DFT calculation (ωB97M-V/def2-TZVPD) of an isolated molecule of C3H5FO2S at a distorted geometry.

Structure (XYZ):
```
12
Properties=species:S:1:pos:R:3:lowdin_charge:R:1
C 2.83650 1.32431 0.23316 -0.268
C -1.06856 -1.31353 -0.27383 -0.199
C 2.17604 0.04738 -0.29424 -0.457
O 4.01374 1.49310 0.30048 0.094
O 0.11208 -1.91940 0.20440 -0.575
F 3.05517 -0.85771 -0.82434 -0.027
S 1.10469 -0.92525 1.06058 0.940
H 2.16437 2.13174 0.47043 0.114
H -1.09042 -0.46833 -1.11397 0.130
H -1.70849 -0.99403 0.52869 0.070
H -1.41331 -2.16563 -0.73507 0.052
H 1.42970 0.45849 -1.04264 0.125
```

Results
Orbital gap in eV: 9.82
E in eV: -20837.065
Relative energy (zero: lowest compared OMol25 entry of this formula, charge and spin) in kJ/mol: 232.23
SMILES: COS[C@H](F)C=O
Lowest unoccupied orbital energy in eV: 0.209

[2]
The following is a DFT calculation (ωB97M-V/def2-TZVPD) of a structure of composition C12H32N8O2Ru.

Structure (XYZ):
```
55
Properties=species:S:1:pos:R:3:lowdin_charge:R:1
Ru -1.67818 0.60389 0.01986 1.335
N -3.71358 0.45751 0.67327 -0.057
C -4.24790 1.82765 0.94409 -0.168
C -3.73129 2.73740 -0.14492 -0.142
N -2.24435 2.60912 -0.23908 -0.269
C -1.60816 3.45804 0.82623 -0.124
C -0.46540 2.73645 1.51204 -0.161
N -0.90914 1.33940 1.85206 -0.042
C -1.75554 2.96418 -1.60521 -0.142
C -2.23235 1.93192 -2.61496 -0.149
N -1.99439 0.53452 -2.09661 -0.030
H -3.85688 -0.13024 1.49338 0.120
H -4.28717 0.01858 -0.04760 0.120
H -5.33718 1.83143 0.97094 0.145
H -3.89818 2.13411 1.92996 0.119
H -4.17255 2.44812 -1.09651 0.121
H -4.01287 3.77646 0.03613 0.154
H -1.25718 4.39696 0.39580 0.150
H -2.37644 3.71190 1.55607 0.129
H 0.39891 2.64200 0.86038 0.115
H -0.17027 3.27478 2.41262 0.144
H -0.10233 0.82825 2.20392 0.116
H -1.57144 1.37480 2.62677 0.121
H -2.10631 3.95875 -1.89248 0.153
H -0.66692 2.98124 -1.56104 0.129
H -3.29339 2.03143 -2.82999 0.119
H -1.70936 2.07299 -3.55964 0.144
H -2.70397 -0.08182 -2.48852 0.126
H -1.10840 0.21047 -2.47664 0.098
N -0.93720 -1.41715 0.25158 -0.004
C 0.24690 -1.57322 -0.64777 -0.263
C 1.11943 -2.79682 -0.37125 -0.128
C 1.85309 -2.91271 0.97193 -0.147
C 3.11185 -2.05408 1.16129 -0.157
N 4.05432 -2.11498 0.05014 0.093
C 5.16119 -2.85712 -0.01066 -0.412
N 5.39713 -3.81899 0.87718 0.232
N 6.03955 -2.64062 -0.98654 0.224
C 0.98377 -0.23445 -0.71911 -0.543
O 2.16214 -0.16527 -0.95878 0.121
O 0.21394 0.83029 -0.56376 -0.194
H -0.64276 -1.59299 1.21136 0.102
H -1.59886 -2.16394 0.04933 0.123
H -0.16677 -1.71269 -1.65275 0.153
H 1.84283 -2.85695 -1.18609 0.129
H 0.48215 -3.67718 -0.48497 0.131
H 2.12111 -3.96547 1.08293 0.122
H 1.18828 -2.70834 1.81902 0.113
H 3.62011 -2.34517 2.08103 0.129
H 2.85806 -1.00358 1.28247 0.117
H 3.88871 -1.44293 -0.68668 0.133
H 4.71859 -4.08377 1.56826 0.122
H 6.28044 -4.30273 0.89469 0.145
H 5.97588 -1.82922 -1.57810 0.140
H 6.83831 -3.24023 -1.11508 0.142
```

Results
Orbital gap (spin up / spin down) in eV: 10.04 / 7.74
E in eV: -31540.244
Relative energy (zero: lowest compared OMol25 entry of this formula, charge and spin) in kJ/mol: 0.45
2S+1: 2
Net charge: +3
Expectation value of S²: 0.754
Lowest unoccupied orbital energy (spin up / spin down) in eV: -8.225 / -10.527

[3]
The following is a DFT calculation (ωB97M-V/def2-TZVPD) of an isolated molecule of C19H15ClF3N3O4S at a distorted geometry.

Structure (XYZ):
```
46
Properties=species:S:1:pos:R:3:lowdin_charge:R:1
C 6.26301 -1.51379 4.26487 -0.059
C 5.78081 -2.14905 2.96909 -0.205
H 5.64128 -3.22564 3.08103 0.126
H 6.48768 -1.94286 2.15900 0.125
O 4.49310 -1.65411 2.59458 -0.004
C 4.45328 -0.50851 1.92221 -0.456
O 5.41309 0.15571 1.62523 0.130
C 3.06599 -0.10097 1.60296 -0.031
C 1.97071 -0.81207 1.12476 -0.027
N 0.95199 0.08212 0.99821 -0.037
N 1.32260 1.29288 1.38813 0.116
C 2.58495 1.21609 1.73681 -0.049
H 3.12205 2.07538 2.08165 0.123
C -0.37275 -0.11122 0.54872 -0.189
C -0.65511 -0.75893 -0.64788 0.011
C -1.96435 -0.90081 -1.06053 -0.012
C -3.00599 -0.37925 -0.29513 -0.291
C -2.71190 0.28440 0.89640 -0.006
C -1.40519 0.41591 1.31573 0.003
H -1.16879 0.93276 2.23213 0.117
H -3.51407 0.68847 1.49560 0.115
N -4.31609 -0.52193 -0.71892 -0.050
H -5.02467 -0.14140 -0.11154 0.121
S -4.77787 -0.48044 -2.34021 0.669
O -6.19929 -0.34152 -2.29726 -0.277
O -4.19456 -1.58125 -3.03630 -0.272
C -4.02492 1.04653 -2.89282 -0.276
C -4.59538 2.24118 -2.49600 -0.049
C -3.99943 3.43549 -2.85870 -0.084
C -2.83224 3.40860 -3.61295 -0.665
C -2.26605 2.20642 -4.01728 -0.080
C -2.87163 1.01669 -3.65189 -0.050
H -2.47031 0.06573 -3.96183 0.115
H -1.36575 2.20657 -4.61076 0.111
Cl -2.08139 4.89051 -4.05928 0.701
H -4.42980 4.37955 -2.56478 0.110
H -5.51027 2.22344 -1.92523 0.119
H -2.19886 -1.42923 -1.96891 0.099
H 0.13889 -1.14683 -1.26506 0.117
C 1.82392 -2.24945 0.75873 -0.549
F 0.61398 -2.73654 1.08802 0.155
F 2.71854 -3.04552 1.34143 0.168
F 1.96113 -2.45480 -0.57021 0.135
H 7.21026 -1.95805 4.55619 0.078
H 5.53547 -1.67559 5.05657 0.079
H 6.40394 -0.44467 4.12542 0.076
```

Results
Orbital gap in eV: 9.03
E in eV: -64116.964
SMILES: CCOC(=O)c1cnn(-c2ccc(NS(=O)(=O)c3ccc(Cl)cc3)cc2)c1C(F)(F)F
Lowest unoccupied orbital energy in eV: 0.147

[4]
The following is a DFT calculation (ωB97M-V/def2-TZVPD) of a structure of composition C15H45KO20P5 at a distorted geometry.

Structure (XYZ):
```
86
Properties=species:S:1:pos:R:3:lowdin_charge:R:1
K 0.86924 0.06726 -1.00943 0.812
C -4.44916 1.77763 0.39300 -0.139
O -3.97481 2.59874 -0.61826 -0.213
P -2.32219 2.63379 -0.82556 0.501
O -1.54929 1.36651 -0.77092 -0.304
O -2.08388 3.44394 -2.19121 -0.215
C -2.19187 2.82674 -3.45198 -0.089
O -1.85764 3.74569 0.25667 -0.221
C -2.52360 5.03750 0.38415 -0.071
H -5.35503 1.23685 0.11905 0.098
H -4.65058 2.37631 1.28132 0.099
H -3.78069 0.95016 0.63080 0.053
H -3.25508 2.91650 -3.67475 0.098
H -1.89482 1.77822 -3.43034 0.084
H -1.59946 3.40474 -4.16124 0.079
H -3.55223 5.12088 0.03334 0.093
H -1.90439 5.84261 -0.01142 0.089
H -2.49833 5.26471 1.44991 0.086
C -2.38058 -3.88243 3.13918 -0.123
O -1.40865 -3.15985 2.47768 -0.211
P -1.59332 -1.61602 2.00761 0.610
O -0.41044 -0.96481 1.32357 -0.308
O -3.06632 -1.57102 1.16013 -0.244
C -3.23051 -2.25418 -0.02296 -0.130
O -2.06927 -0.89357 3.41851 -0.222
C -2.41749 0.49599 3.33066 -0.091
H -2.06115 -4.25100 4.11397 0.103
H -2.66338 -4.74072 2.52971 0.069
H -3.28602 -3.33035 3.39117 0.096
H -2.59298 -3.13827 -0.02998 0.065
H -2.97141 -1.63063 -0.87862 0.090
H -4.27407 -2.56715 -0.05660 0.102
H -1.69205 0.98256 3.98264 0.082
H -3.39302 0.72834 3.75781 0.100
H -2.23117 0.86832 2.32331 0.065
C 0.94816 4.92278 -4.27795 -0.106
O 1.02293 3.61875 -4.81930 -0.226
P 1.92121 2.45150 -4.09508 0.543
O 1.26097 1.99464 -2.84584 -0.324
O 3.41745 3.16918 -3.87604 -0.204
C 4.30155 2.53851 -2.98093 -0.127
O 2.10147 1.35789 -5.28218 -0.210
C 1.05405 0.54086 -5.75664 -0.097
H 1.21653 5.57823 -5.10648 0.092
H 1.70825 5.19242 -3.54470 0.094
H -0.08085 5.19841 -4.04715 0.085
H 5.15090 3.18432 -2.75817 0.095
H 4.83758 1.72740 -3.47376 0.090
H 3.83609 2.10004 -2.09820 0.064
H 1.34752 -0.50889 -5.75870 0.092
H 0.73456 0.78543 -6.76965 0.101
H 0.23862 0.58055 -5.03442 0.075
C 0.84472 -6.66510 2.76186 -0.113
O -0.30323 -6.22938 2.11570 -0.206
P -0.31480 -5.85433 0.57671 0.496
O 0.25028 -6.87703 -0.36885 -0.247
O -1.85786 -5.40397 0.24441 -0.265
C -2.84989 -6.45013 0.24517 -0.088
O 0.46156 -4.37584 0.46303 -0.244
C 0.62738 -3.70671 -0.80235 -0.092
H 0.85514 -7.74758 2.88925 0.096
H 0.76465 -6.16490 3.72699 0.099
H 1.83322 -6.53948 2.32007 0.099
H -3.42931 -6.30602 1.15710 0.078
H -2.51298 -7.48448 0.17652 0.096
H -3.56056 -6.28177 -0.56397 0.092
H -0.32623 -3.76824 -1.32671 0.084
H 1.30870 -4.26461 -1.44472 0.092
H 0.96002 -2.67947 -0.65332 0.043
C 5.71579 2.77827 1.04626 -0.102
O 4.60864 2.91479 1.90795 -0.228
P 3.29794 1.93213 1.71622 0.496
O 2.71566 1.72139 0.39157 -0.282
O 3.82948 0.57686 2.44752 -0.239
C 4.64133 0.63664 3.65314 -0.070
O 2.20853 2.57916 2.74871 -0.221
C 0.94407 2.03693 3.05485 -0.101
H 6.28069 3.70978 1.08193 0.098
H 5.41161 2.56378 0.02177 0.074
H 6.41939 2.02037 1.39069 0.091
H 4.05548 0.00356 4.31955 0.095
H 4.91654 1.61875 4.03762 0.093
H 5.58706 0.17883 3.36314 0.088
H 0.55222 1.35901 2.29657 0.067
H 0.27038 2.87484 3.23413 0.099
H 1.09278 1.39822 3.92551 0.095
```

Results
Orbital gap in eV: 10.41
E in eV: -120010.601
Relative energy (zero: lowest compared OMol25 entry of this formula, charge and spin) in kJ/mol: 286.36
Net charge: +1
Lowest unoccupied orbital energy in eV: -2.110